153
Properties=species:S:1:pos:R:3:lowdin_spin:R:1 method="wB97M-V/def2-TZVPD" total_charge=+2 relative_energy_ev=2.252 energy_ev=-216639.4983 fmax_ev_per_a=1.03 spin_multiplicity=2 orbital_gap_ev="4.9 / 4.4" homo_energy_ev="-11.40 / -11.40"
Pb -0.28994 -0.68162 -0.07095 0.0053
C -3.83202 -4.93094 -2.48396 0.0002
C -3.26922 -5.25422 -1.09840 0.0000
C -1.74138 -5.35469 -1.12698 0.0000
C -3.85518 -6.58120 -0.61534 0.0000
N -3.65094 -4.17311 -0.16424 0.0008
C -4.40718 -4.31343 0.97041 0.0003
C -4.48300 -3.10244 1.57237 0.0004
N -3.78403 -2.20504 0.81418 0.0004
B -3.37691 -0.78058 1.19367 -0.0003
N -4.38455 0.27941 0.74228 0.0000
C -5.72551 0.29167 0.96751 0.0000
C -6.24656 1.36295 0.32309 0.0000
N -5.22000 2.02590 -0.29726 0.0000
C -4.08208 1.34373 -0.03821 -0.0002
S -2.44925 1.78094 -0.42544 -0.0002
C -5.47699 3.22434 -1.12517 0.0000
C -6.04017 2.73868 -2.46349 0.0000
C -6.49424 4.09996 -0.38337 0.0000
C -4.21503 4.05049 -1.35593 0.0000
N -3.01174 -0.70146 2.67371 -0.0006
C -3.71056 -0.13721 3.69980 -0.0003
C -2.92698 -0.16057 4.80307 -0.0004
N -1.73686 -0.74482 4.46139 -0.0006
C -1.80468 -1.06604 3.15217 -0.0004
S -0.61585 -1.94884 2.27052 -0.0068
C -0.58796 -0.90560 5.37124 0.0000
C -0.28328 -2.38939 5.57236 -0.0002
C -0.91418 -0.27152 6.72250 0.0000
C 0.61105 -0.17093 4.77107 0.0004
C -3.27743 -2.87825 -0.24110 0.0006
S -2.36383 -2.15782 -1.48994 0.0070
H -3.63505 -5.76015 -3.15535 0.0000
H -3.37231 -4.03347 -2.89259 0.0002
H -4.90930 -4.78199 -2.42872 0.0000
H -1.44524 -6.21662 -1.71784 0.0000
H -1.35197 -5.47219 -0.11801 0.0000
H -1.29020 -4.46844 -1.56787 0.0000
H -3.55683 -7.36415 -1.30750 0.0000
H -4.94241 -6.55761 -0.58986 0.0000
H -3.47515 -6.85075 0.36780 0.0000
H -4.83832 -5.24069 1.27842 0.0000
H -4.96333 -2.82438 2.48678 0.0000
H -2.40112 -0.51767 0.59786 -0.0005
H -6.20820 -0.46423 1.55350 0.0000
H -7.26111 1.69019 0.27252 0.0000
H -6.92975 2.12897 -2.32220 0.0000
H -5.29918 2.15317 -3.00392 0.0000
H -6.30930 3.59786 -3.06872 0.0000
H -7.49843 3.68920 -0.41702 0.0000
H -6.53361 5.08372 -0.84131 0.0000
H -6.19743 4.22756 0.65425 0.0000
H -3.49864 3.53480 -1.98770 0.0000
H -3.73636 4.29619 -0.41209 0.0000
H -4.49355 4.97894 -1.84590 0.0000
H -4.70445 0.24492 3.57578 0.0000
H -3.14930 0.19614 5.78435 0.0000
H -1.12633 -2.90079 6.02908 0.0000
H 0.57351 -2.48906 6.23155 0.0000
H -0.04813 -2.87450 4.63229 -0.0002
H -1.74017 -0.77553 7.21936 0.0000
H -1.14249 0.78665 6.61996 0.0000
H -0.04081 -0.36062 7.36179 0.0000
H 0.86256 -0.55730 3.78867 0.0003
H 1.47171 -0.29205 5.42009 0.0000
H 0.39397 0.89042 4.68125 0.0000
C 7.76233 -1.57768 -0.45577 0.0101
C 6.73960 -0.80806 -1.30363 0.0151
C 6.89705 -1.18361 -2.78701 0.0082
C 7.00900 0.69195 -1.16441 -0.0003
C 5.33111 -1.18071 -0.88985 0.1122
C 4.43225 -0.27534 -0.38888 -0.0508
C 3.05665 -0.59563 -0.27950 0.1184
N 2.08876 0.23127 0.07901 -0.0960
C 2.07847 1.54379 0.29779 0.0969
C 2.93557 2.49197 -0.27229 -0.0476
C 2.88295 3.81630 0.09572 0.1380
C 1.88887 4.21539 1.02150 -0.0479
C 0.91801 3.38627 1.52089 0.1074
C 0.95869 1.99285 1.15730 0.0559
O 0.10770 1.15664 1.52775 0.2233
C -0.18628 3.98521 2.38621 0.0110
C -1.28163 3.00327 2.80945 -0.0005
C 0.42375 4.57701 3.66708 0.0064
C -0.86320 5.10730 1.57887 0.0061
C 3.89719 4.79096 -0.47282 0.0182
C 3.83115 4.77571 -2.00742 0.0098
C 5.29381 4.33694 -0.01545 0.0116
C 3.67835 6.22873 0.00054 -0.0003
C 2.62116 -1.97589 -0.56457 0.0700
O 1.40511 -2.27954 -0.56459 0.1616
C 3.63312 -2.96115 -0.85151 0.0524
C 4.90999 -2.53303 -1.05731 -0.0227
C 3.19942 -4.41671 -0.91996 0.0054
C 2.42550 -4.77757 0.35818 0.0042
C 2.29504 -4.60161 -2.14577 0.0042
C 4.39113 -5.37063 -1.02453 -0.0006
H 8.77196 -1.31032 -0.75659 0.0017
H 7.65699 -2.65201 -0.57016 0.0000
H 7.64299 -1.33054 0.59626 0.0002
H 7.87797 -0.87807 -3.14077 0.0014
H 6.14141 -0.67691 -3.38819 0.0005
H 6.79996 -2.25227 -2.94951 -0.0002
H 8.01033 0.91559 -1.52063 -0.0001
H 6.95039 1.01279 -0.12774 0.0000
H 6.31008 1.26996 -1.76723 -0.0002
H 4.75264 0.70030 -0.06587 -0.0049
H 3.62799 2.16488 -1.03288 -0.0041
H 1.86676 5.25349 1.30736 -0.0042
H -0.87753 2.18549 3.39689 0.0000
H -1.79024 2.58175 1.94767 0.0000
H -2.01316 3.53457 3.41499 -0.0001
H 0.92279 3.80587 4.24711 0.0002
H -0.36604 5.00350 4.27943 0.0007
H 1.14074 5.35998 3.45086 -0.0003
H -1.23283 4.71453 0.63318 0.0001
H -0.17935 5.92554 1.37445 -0.0003
H -1.70266 5.50966 2.14079 0.0007
H 4.05757 3.79600 -2.41714 0.0000
H 4.55604 5.47770 -2.40799 0.0015
H 2.84296 5.07289 -2.34941 0.0002
H 5.54800 3.36058 -0.41711 -0.0003
H 5.34129 4.28868 1.06952 0.0003
H 6.04133 5.04569 -0.35789 0.0020
H 2.70787 6.60483 -0.31400 -0.0002
H 4.43810 6.87016 -0.43748 -0.0001
H 3.76897 6.30960 1.08024 -0.0001
H 5.66582 -3.25755 -1.31182 -0.0024
H 1.52125 -4.18463 0.45700 0.0000
H 3.04864 -4.60971 1.23409 0.0003
H 2.14624 -5.82704 0.32744 0.0003
H 1.41186 -3.97308 -2.07561 0.0000
H 1.97316 -5.63666 -2.20993 0.0005
H 2.83431 -4.35280 -3.05755 0.0001
H 5.06906 -5.24116 -0.18367 -0.0001
H 4.93898 -5.23164 -1.95231 0.0001
H 4.02750 -6.39446 -1.00623 -0.0001
S -0.90330 1.72579 -2.37475 0.0027
C -1.74721 0.93370 -3.66625 0.0004
N -1.17445 0.86711 -4.88005 0.0002
C -1.75463 0.28424 -5.93570 0.0000
C -3.01074 -0.25426 -5.82415 0.0003
C -3.64978 -0.20728 -4.58124 0.0000
C -3.02420 0.38261 -3.50629 0.0002
H -0.21021 1.22168 -4.92941 0.0000
H -1.19741 0.26280 -6.85808 0.0000
H -3.48407 -0.71788 -6.67122 0.0000
H -4.62802 -0.64611 -4.46295 0.0000
H -3.48206 0.38342 -2.53273 0.0000
Cl 1.05397 1.99318 -3.40613 0.0008
Ge 2.57567 -0.78757 -3.43069 0.0106
Cl 0.49411 -1.43562 -3.89962 0.0015
Cl 3.57478 -1.74026 -5.09556 0.0057

---

25
Properties=species:S:1:pos:R:3:lowdin_spin:R:1 method="wB97M-V/def2-TZVPD" total_charge=+1 energy_ev=-36094.2055 fmax_ev_per_a=5.15 spin_multiplicity=3 orbital_gap_ev="5.0 / 6.2" homo_energy_ev="-7.81 / -12.15"
C 0.03908 -3.06407 0.59707 0.3028
C -1.37219 -3.12408 0.50209 0.1521
C 0.86889 -1.85753 0.45943 0.2864
C -2.00284 -1.90182 0.23363 0.2368
C 0.15759 -0.68282 0.09482 0.1882
C -1.20769 -0.76607 0.05208 0.1857
C 1.85665 1.24902 -0.21749 0.1454
C -0.52828 1.53628 -0.21481 0.0005
N 0.63787 0.66703 -0.06974 0.0173
N -1.74522 0.46754 -0.22406 0.2350
N 3.02193 0.54427 -0.32778 0.0584
N 2.07209 2.54374 -0.04414 0.0667
S -0.96516 2.73521 1.19646 0.0190
S -3.32826 0.88598 -0.49853 0.0243
H 0.49443 -4.02023 0.65063 0.0125
H -1.85525 -4.15908 0.46791 0.0040
H 1.85856 -2.03923 0.71665 0.0227
H -3.08597 -1.73494 0.06566 0.0105
H -0.57553 2.04273 -1.09382 0.0020
H 2.98116 -0.39859 -0.70214 0.0026
H 3.86044 1.11884 -0.42742 0.0038
H 1.34576 3.21948 -0.00648 0.0028
H 2.92571 3.07797 -0.33879 0.0054
H -2.21237 2.67990 0.94294 0.0009
H -3.24142 0.98045 -1.81420 0.0142

---

64
Properties=species:S:1:pos:R:3:lowdin_charge:R:1 method="wB97M-V/def2-TZVPD" total_charge=+1 relative_energy_ev=1.070 energy_ev=-97185.9157 fmax_ev_per_a=0.78 orbital_gap_ev="6.6 / 6.8" homo_energy_ev="-10.27 / -10.46"
Ni 0.13351 0.01916 -1.31988 0.2168
C 0.83940 -2.70819 3.08893 -0.0806
C -0.08488 -1.67382 3.07791 -0.0757
C -0.81196 -1.39939 1.92685 -0.0793
C -0.61323 -2.14741 0.77035 -0.3861
C 0.32710 -3.18051 0.78833 -0.1271
C 1.04160 -3.46686 1.94172 -0.0892
P -1.49435 -1.81376 -0.79973 1.0947
C -2.77170 -3.10116 -0.90690 -0.3610
C -3.02816 -4.00368 0.11806 -0.0810
C -4.07971 -4.90310 0.00360 -0.0723
C -4.87941 -4.90230 -1.12915 -0.0740
C -4.62102 -4.00594 -2.15884 -0.0743
C -3.56879 -3.11280 -2.05203 -0.0991
C -2.35378 -0.24879 -0.54565 -0.4088
C -3.63019 -0.01181 -0.04805 -0.0749
C -4.13703 1.27788 -0.11687 -0.0774
C -3.38363 2.28983 -0.70833 -0.0752
C -2.10985 2.04131 -1.20918 -0.1004
C -1.57542 0.76399 -1.11927 -0.2388
H 1.39535 -2.93132 3.99016 0.1058
H -0.25617 -1.09082 3.97381 0.1069
H -1.54139 -0.59758 1.92351 0.1060
H 0.49295 -3.77039 -0.10794 0.1102
H 1.74997 -4.28553 1.95059 0.1062
H -2.41341 -4.01142 1.00932 0.1015
H -4.27676 -5.60119 0.80640 0.1079
H -5.70147 -5.60030 -1.21311 0.1077
H -5.23830 -4.00531 -3.04737 0.1081
H -3.36801 -2.41875 -2.86019 0.1085
H -4.22179 -0.82052 0.36578 0.1136
H -5.12487 1.49481 0.26729 0.1051
H -3.80394 3.28471 -0.78696 0.1048
H -1.55839 2.84366 -1.68479 0.0917
O 1.05201 1.20824 0.18878 0.0134
C 0.87340 2.19302 0.89994 -0.4514
C 1.40706 2.25593 2.30333 -0.0833
C 2.44547 3.40578 2.31403 -0.1666
C 3.19069 3.61566 0.97389 -0.1803
C 2.48862 4.52859 -0.05190 -0.1700
C 1.22774 3.93154 -0.68125 -0.1626
N 0.39280 3.36900 0.39364 0.0879
H 1.86798 1.29461 2.52332 0.1196
H 0.61080 2.42544 3.03078 0.1293
H 3.17106 3.20062 3.10075 0.1132
H 1.95880 4.34373 2.59330 0.1122
H 3.40309 2.64110 0.51816 0.1103
H 4.16218 4.05832 1.19590 0.1122
H 3.19161 4.79807 -0.84388 0.1133
H 2.22230 5.46542 0.44859 0.1169
H 1.45884 3.11866 -1.36949 0.0894
H 0.65641 4.67738 -1.23186 0.1223
H 0.23200 4.05308 1.12220 0.1381
S 0.99499 0.84216 -3.37516 0.8068
C 2.30998 0.17352 -2.60143 -0.7838
N 3.59716 0.54170 -2.87195 0.0987
C 4.65240 0.02290 -2.20448 -0.0263
C 4.44162 -0.87402 -1.20335 -0.0079
C 3.10142 -1.20109 -0.91536 -0.0451
N 2.08780 -0.72881 -1.59859 0.0273
H 3.72732 1.24413 -3.58793 0.1582
H 5.63129 0.36854 -2.50445 0.1435
H 5.26215 -1.29820 -0.64882 0.1183
H 2.84877 -1.87772 -0.10505 0.1260

---

8
Properties=species:S:1:pos:R:3:lowdin_charge:R:1 method="wB97M-V/def2-TZVPD" relative_energy_ev=2.549 energy_ev=-87402.3321 fmax_ev_per_a=3.67 orbital_gap_ev="7.5 / 7.5" homo_energy_ev="-9.79 / -9.78"
C 0.68555 -0.25902 0.32355 -0.3429
C -0.57625 -0.21478 -0.47059 -0.5926
F 1.65240 0.39561 -0.40472 -0.0473
Cl -1.09469 2.37856 0.07985 -0.1321
Br -2.07077 -1.15701 0.07858 0.8141
H 1.09687 -1.27716 0.44819 0.1326
H 0.74266 0.02122 1.39445 0.1381
H -0.43576 0.11258 -1.44930 0.0300